Entry 1:
Molecular formula: C33H49N2P2Pd
Method: DFT, ωB97M-V/def2-TZVPD

Element x y z (Å)
Pd (-0.28880, 1.08680, -0.14120)
C (-4.69750, -1.58720, -0.63200)
C (-3.17230, -1.59920, -0.62990)
C (-2.61120, -2.90500, -0.07610)
P (-2.39850, -0.12490, 0.25350)
C (-3.63610, 1.27020, 0.36910)
C (-3.89490, 1.94230, -0.97330)
C (-3.10800, 2.28380, 1.38210)
C (-2.22050, -0.57200, 2.01430)
C (-3.18060, -1.26630, 2.72950)
C (-2.94450, -1.65360, 4.04720)
C (-1.71420, -1.38770, 4.64660)
C (-0.75460, -0.67220, 3.97360)
C (-1.00800, -0.18920, 2.66140)
N (-0.13350, 0.56090, 1.97960)
C (0.93410, 1.19380, 2.52640)
C (0.84910, 1.83640, 3.77660)
C (1.96470, 2.41540, 4.34110)
C (3.19110, 2.31540, 3.69400)
C (3.28180, 1.72250, 2.43910)
C (2.16090, 1.20970, 1.80220)
P (2.09340, 0.41990, 0.14060)
C (2.51990, -1.38730, 0.39980)
C (3.72080, -1.54660, 1.32580)
C (1.30470, -2.15640, 0.91130)
C (3.42150, 1.08620, -1.03220)
C (4.72640, 1.57330, -0.41570)
C (2.83570, 2.18160, -1.92150)
H (-5.02620, -2.49120, -1.14530)
H (-5.10110, -0.74120, -1.18160)
H (-5.12710, -1.60470, 0.36660)
H (-2.82820, -1.48580, -1.66740)
H (-2.95300, -3.10790, 0.93590)
H (-1.52310, -2.90990, -0.08410)
H (-2.94670, -3.72430, -0.70770)
H (-4.55980, 0.81380, 0.74260)
H (-3.03700, 2.54760, -1.27310)
H (-4.74930, 2.61020, -0.87350)
H (-4.11560, 1.22670, -1.76550)
H (-2.04880, 2.50410, 1.16180)
H (-3.18710, 1.90770, 2.39960)
H (-3.67350, 3.21030, 1.31530)
H (-4.12920, -1.51200, 2.27690)
H (-3.70420, -2.19310, 4.59200)
H (-1.51180, -1.74500, 5.64480)
H (0.21140, -0.50030, 4.42580)
H (-0.11170, 1.87620, 4.27010)
H (1.88810, 2.91270, 5.29560)
H (4.08410, 2.69450, 4.16600)
H (4.25140, 1.64280, 1.98290)
H (2.77070, -1.76220, -0.60110)
H (3.53410, -1.10270, 2.30190)
H (4.61480, -1.10060, 0.90120)
H (3.92400, -2.60680, 1.47290)
H (1.06320, -1.89020, 1.93910)
H (1.50410, -3.22640, 0.89290)
H (0.43440, -1.96400, 0.27310)
H (3.63640, 0.21730, -1.66530)
H (4.60260, 2.53130, 0.08240)
H (5.44600, 1.71630, -1.22070)
H (5.16250, 0.85460, 0.26920)
H (2.36810, 2.97330, -1.33350)
H (2.10230, 1.77900, -2.61580)
H (3.63020, 2.63860, -2.50720)
C (0.88780, 5.86370, 2.05040)
N (0.88870, 5.38320, 0.65350)
C (1.61360, 6.33390, -0.21350)
C (-0.49720, 5.11050, 0.15600)
C (-0.49930, 4.33580, -1.14100)
C (-0.60290, 5.00290, -2.36270)
C (-0.63670, 4.30770, -3.55940)
C (-0.56930, 2.92470, -3.57250)
C (-0.48340, 2.24240, -2.36300)
C (-0.43690, 2.94340, -1.15940)
H (1.91080, 6.03630, 2.38370)
H (0.42770, 5.12740, 2.70790)
H (0.33870, 6.80280, 2.12690)
H (1.38960, 4.48380, 0.63150)
H (1.09390, 7.29100, -0.23370)
H (1.68660, 5.95130, -1.22940)
H (2.61770, 6.49890, 0.17280)
H (-1.01200, 6.06580, 0.03270)
H (-1.01930, 4.52820, 0.92120)
H (-0.67100, 6.07990, -2.37350)
H (-0.74460, 4.84080, -4.49130)
H (-0.59920, 2.37480, -4.50040)
H (-0.47390, 1.13990, -2.40370)

As for the orbital gap (spin up / spin down): 4.408 / 4.369 eV. For the total energy, the calculation gives -2205.91189 Eh. The charge is +3. As for the HOMO energy (spin up / spin down): -0.5825 / -0.5822 hartree. The strongest force on any atom comes out at 0.06715 hartree/bohr.

Taken from the Mulliken analysis, the atomic charges in e are: -1.973, -1.289, 0.655, -1.243, 0.910, 0.483, -1.303, -1.186, 0.000, -0.815, -0.832, -1.102, -0.443, -0.495, 1.866, -0.750, -0.130, -1.175, -0.932, -0.828, 0.910, 0.652, 0.349, -1.348, -1.251, 0.738, -1.880, -1.230, 0.501, 0.381, 0.191, 0.507, 0.345, 0.231, 0.486, 0.943, 0.034, 0.514, 0.320, -0.237, 0.338, 0.586, 0.414, 0.524, 0.508, 0.649, 0.676, 0.529, 0.543, 0.552, 0.705, 0.290, 0.341, 0.438, 0.291, 0.627, -0.078, 0.635, 0.380, 0.518, 0.340, 0.126, 0.224, 0.655, -0.788, 0.386, -0.861, -1.215, 0.602, -0.170, -0.942, -0.832, 0.180, 0.061, 0.397, 0.284, 0.385, -0.070, 0.406, 0.374, 0.403, 0.590, 0.297, 0.566, 0.431, 0.548, 0.584

Entry 2:
Molecular formula: C33H50IN3O2
Method: DFT, ωB97M-V/def2-TZVPD

Element x y z (Å)
C (4.21291, 8.14521, -0.53525)
C (2.96760, 8.10468, -0.98762)
C (2.70537, 7.68011, -2.38653)
O (3.41429, 7.97845, -3.32054)
O (1.60560, 6.92072, -2.49288)
C (1.10544, 6.73640, -3.83200)
C (-0.30522, 6.20358, -3.72853)
C (-0.35979, 4.77746, -3.17987)
C (0.02023, 3.70688, -4.20683)
C (0.40414, 2.36924, -3.54313)
C (-0.71385, 1.29490, -3.59890)
C (-1.01357, 0.71348, -2.24078)
C (-2.15210, 1.07411, -1.57860)
C (-2.45054, 0.59298, -0.29831)
N (-3.59343, 0.99442, 0.33043)
C (-3.81218, 0.53752, 1.52995)
C (-5.07390, 0.98606, 2.20693)
C (-6.00673, -0.14163, 2.69016)
C (-6.51016, 0.03854, 4.13271)
I (-5.99765, -1.54410, 5.48077)
C (-2.87535, -0.34822, 2.17443)
N (-3.13965, -0.73406, 3.48938)
C (-2.44481, -0.32475, 4.48729)
C (-2.89229, 0.83758, 5.32636)
C (-1.14256, -0.96111, 4.85812)
N (-1.79565, -0.77180, 1.58145)
C (-1.56322, -0.29388, 0.32427)
C (-0.40355, -0.67177, -0.36426)
C (-0.11385, -0.19495, -1.61210)
C (1.16215, -0.63849, -2.28011)
C (1.07001, -2.03083, -2.91802)
C (0.90425, -3.20977, -1.95991)
C (1.99999, -3.35155, -0.90548)
C (3.18899, -4.21884, -1.37004)
C (3.23631, -5.57408, -0.67488)
C (3.64051, -5.47981, 0.79287)
C (3.64449, -6.86569, 1.47863)
C (2.49853, -7.03639, 2.48738)
C (2.93824, -6.70865, 3.91164)
H (4.42824, 8.27976, 0.51502)
H (5.05802, 8.04959, -1.20277)
H (2.14936, 8.39314, -0.34285)
H (1.74670, 6.02335, -4.34683)
H (1.11890, 7.68863, -4.35570)
H (-0.89349, 6.85171, -3.07941)
H (-0.74178, 6.20772, -4.72893)
H (0.28222, 4.69305, -2.30217)
H (-1.36570, 4.54549, -2.82175)
H (-0.81899, 3.54112, -4.88193)
H (0.87375, 4.05411, -4.78992)
H (1.30158, 1.99683, -4.03789)
H (0.69652, 2.53061, -2.50591)
H (-0.43085, 0.49559, -4.28102)
H (-1.62153, 1.78488, -3.94655)
H (-2.85294, 1.76119, -2.03495)
H (-4.86618, 1.69030, 3.01389)
H (-5.60754, 1.55417, 1.44753)
H (-5.54067, -1.11910, 2.61081)
H (-6.90289, -0.15385, 2.07151)
H (-6.16095, 0.96682, 4.57460)
H (-7.59327, 0.06230, 4.17733)
H (-2.76248, 1.72737, 4.70334)
H (-3.94147, 0.72280, 5.58643)
H (-2.27361, 0.97208, 6.20971)
H (-1.09466, -1.98987, 4.52289)
H (-0.36895, -0.40882, 4.30858)
H (-0.92478, -0.85454, 5.91842)
H (0.29094, -1.34089, 0.12543)
H (1.45717, 0.05772, -3.06062)
H (1.96030, -0.60071, -1.53852)
H (1.95697, -2.17903, -3.54043)
H (0.22506, -2.02597, -3.61158)
H (-0.06573, -3.10878, -1.47121)
H (0.85518, -4.12127, -2.55811)
H (1.55355, -3.85715, -0.04641)
H (2.35456, -2.39428, -0.52959)
H (4.11761, -3.70077, -1.11551)
H (3.18126, -4.32887, -2.45495)
H (3.93525, -6.25002, -1.17077)
H (2.24790, -6.04539, -0.71135)
H (2.93515, -4.84972, 1.33742)
H (4.62495, -5.01636, 0.87413)
H (3.56321, -7.63458, 0.71091)
H (4.58685, -6.99389, 2.00958)
H (2.13785, -8.06582, 2.46208)
H (1.65615, -6.39853, 2.21525)
H (3.87092, -7.21365, 4.15620)
H (3.12386, -5.63526, 3.99672)
H (2.17945, -6.95512, 4.65164)

As for the orbital gap: 8.075 eV. For the total energy, the calculation gives -1899.81910 Eh. As for the HOMO energy: -0.2934 hartree. The strongest force on any atom comes out at 0.04058 hartree/bohr. The SMILES is C=CC(=O)OCCCCCCc1cc2nc(CCCI)c(N=C(C)C)nc2cc1CCCCCCCCCC.

Taken from the Mulliken analysis, the atomic charges in e are: -0.654, -0.296, 0.672, -0.547, -0.238, -0.540, -0.842, -0.732, -0.658, -0.687, -1.252, 0.603, -0.690, -0.024, -0.593, 0.747, -0.931, -0.475, -1.214, -0.011, -0.122, -0.052, 0.670, -0.941, -1.403, -0.565, -0.105, -0.643, 0.776, -0.490, -0.820, -1.273, -0.227, -1.084, -0.720, -0.494, -0.769, -0.432, -1.240, 0.268, 0.259, 0.313, 0.250, 0.479, 0.328, 0.375, 0.525, 0.244, 0.367, 0.365, 0.392, 0.514, 0.258, 0.678, 0.431, 0.386, 0.323, 0.469, 0.364, 0.453, 0.491, 0.261, 0.086, 0.421, 0.363, 0.268, 0.494, 0.556, -0.036, 0.385, 0.410, 0.403, 0.498, 0.460, 0.337, 0.354, 0.356, 0.447, 0.422, 0.282, 0.263, 0.312, 0.415, 0.373, 0.348, 0.292, 0.339, 0.294, 0.363

Entry 3:
Molecular formula: C33H50N3OsSSi4
Method: DFT, ωB97M-V/def2-TZVPD

Element x y z (Å)
Os (0.54651, -0.20418, -0.83104)
S (4.21905, 1.77342, -2.27365)
C (4.51109, 0.09092, -2.44894)
C (3.44650, -0.65673, -2.05942)
C (2.36050, 0.14248, -1.56253)
C (2.66686, 1.48730, -1.68025)
C (1.66673, 2.49246, -1.33298)
C (1.80161, 3.85365, -1.51453)
C (0.71485, 4.67403, -1.24215)
C (-0.46506, 4.10505, -0.81518)
C (-0.51533, 2.73079, -0.63245)
N (0.52823, 1.93318, -0.86115)
H (5.45584, -0.25094, -2.84131)
H (3.44271, -1.73235, -2.13327)
H (2.73164, 4.26237, -1.88606)
H (0.79422, 5.74388, -1.38302)
H (-1.34655, 4.69504, -0.60834)
H (-1.41868, 2.25255, -0.29816)
C (-0.66323, 0.36119, -5.12406)
C (-0.42215, 1.25418, -3.90697)
C (-1.68878, 1.49382, -3.12177)
C (-2.51738, 2.54679, -3.48326)
C (-3.73191, 2.75279, -2.84264)
C (-4.13974, 1.88510, -1.84690)
C (-3.34145, 0.81272, -1.44705)
C (-3.85669, -0.12762, -0.38318)
C (-4.91173, -1.10441, -0.90301)
C (-2.10925, 0.65406, -2.08237)
N (-1.22371, -0.41251, -1.67149)
C (-1.53606, -1.64873, -2.10075)
C (-0.63541, -2.66100, -1.88275)
C (-0.52487, -4.02045, -2.25715)
C (0.73278, -4.41232, -1.86221)
C (1.34589, -3.28174, -1.26201)
N (0.52964, -2.23807, -1.25371)
H (0.25910, 0.20533, -5.68392)
H (-1.40060, 0.80275, -5.79543)
H (-1.04323, -0.61843, -4.82389)
H (-0.01912, 2.21914, -4.22300)
H (0.35129, 0.79789, -3.28578)
H (-2.20615, 3.21376, -4.27932)
H (-4.36266, 3.58377, -3.13062)
H (-5.09499, 2.03745, -1.35689)
H (-4.29212, 0.47197, 0.41812)
H (-3.02976, -0.67683, 0.06724)
H (-5.73714, -0.57691, -1.38301)
H (-5.32389, -1.69813, -0.08688)
H (-4.50363, -1.79856, -1.64034)
H (-2.46811, -1.79641, -2.63506)
H (-1.26835, -4.61064, -2.76857)
H (1.18485, -5.38341, -1.97955)
H (2.33027, -3.22791, -0.82711)
C (3.05559, -0.71344, 3.89974)
Si (2.94727, -0.39717, 2.07448)
C (3.75603, 1.24779, 1.74863)
C (3.88923, -1.75417, 1.20125)
Si (0.61718, -0.46344, 1.50797)
Si (-0.17644, -2.54697, 2.34581)
C (-0.51785, -2.43556, 4.17714)
C (-1.80568, -2.93599, 1.51438)
C (0.97185, -3.99886, 2.14401)
Si (-0.27056, 1.35824, 2.76852)
C (0.63460, 2.95761, 2.37493)
C (-0.11910, 1.11956, 4.61180)
C (-2.11902, 1.52881, 2.49291)
H (4.11936, -0.68535, 4.15958)
H (2.66993, -1.69128, 4.18823)
H (2.55318, 0.05286, 4.48780)
H (4.83998, 1.11377, 1.68284)
H (3.55464, 1.95012, 2.55955)
H (3.42067, 1.69322, 0.81492)
H (4.95065, -1.50312, 1.12499)
H (3.50787, -1.90242, 0.19628)
H (3.80939, -2.69691, 1.74606)
H (-1.23965, -1.66250, 4.42846)
H (0.37394, -2.28666, 4.78691)
H (-0.95760, -3.39553, 4.46772)
H (-2.57101, -2.19856, 1.76946)
H (-2.15852, -3.91729, 1.84473)
H (-1.70003, -2.96660, 0.42779)
H (1.84197, -3.93198, 2.80031)
H (1.31678, -4.14141, 1.12423)
H (0.40976, -4.89317, 2.43086)
H (1.32457, 3.18947, 3.19052)
H (-0.08635, 3.77619, 2.31072)
H (1.21659, 2.94099, 1.45452)
H (0.90306, 1.15298, 4.98663)
H (-0.59017, 0.21421, 4.98236)
H (-0.65518, 1.96887, 5.05054)
H (-2.42527, 1.37019, 1.46293)
H (-2.47336, 2.51295, 2.81424)
H (-2.64075, 0.77901, 3.09493)

As for the orbital gap: 6.381 eV. For the total energy, the calculation gives -3098.48123 Eh. The charge is +1. As for the HOMO energy: -0.3854 hartree. The strongest force on any atom comes out at 0.01368 hartree/bohr. As for the relative energy (zero: lowest compared OMol25 entry of this formula, charge and spin): 0.0 kcal per mole.

Taken from the Mulliken analysis, the atomic charges in e are: -0.403, -0.250, -0.682, -0.863, 0.376, 0.549, 0.915, -0.932, -1.067, -1.320, -0.020, 0.905, 0.544, 0.399, 0.585, 0.498, 0.621, 0.099, -1.485, 0.014, 1.062, -0.712, -1.254, -0.883, 1.003, -0.619, -1.454, -1.278, 1.053, 0.788, -1.340, -1.398, -1.111, -0.870, 1.350, 0.430, 0.395, 0.268, 0.695, -0.518, 0.525, 0.443, 0.542, 0.736, -0.129, 0.403, 0.435, 0.271, 0.754, 0.590, 0.499, 0.725, -1.036, 0.050, -0.808, -0.631, -0.060, 0.908, -1.297, -0.931, -1.054, 1.069, -1.129, -1.255, -0.809, 0.415, 0.210, 0.194, 0.455, 0.367, 0.051, 0.484, -0.165, 0.339, 0.278, 0.332, 0.408, 0.225, 0.541, 0.163, 0.322, 0.303, 0.408, 0.483, 0.460, 0.130, 0.382, 0.246, 0.403, -0.214, 0.478, 0.398